1.
{
  "formula": "C30H75NO8",
  "method": "wB97M-V/def2-TZVPD",
  "symbols": ["C", "C", "C", "C", "C", "C", "C", "C", "C", "N", "O", "H", "H", "H", "H", "H", "H", "H", "H", "H", "H", "H", "H", "H", "H", "H", "H", "H", "H", "H", "C", "C", "C", "O", "H", "H", "H", "H", "H", "H", "H", "H", "C", "C", "C", "O", "H", "H", "H", "H", "H", "H", "H", "H", "C", "C", "C", "O", "H", "H", "H", "H", "H", "H", "H", "H", "C", "C", "C", "O", "H", "H", "H", "H", "H", "H", "H", "H", "C", "C", "C", "O", "H", "H", "H", "H", "H", "H", "H", "H", "C", "C", "C", "O", "H", "H", "H", "H", "H", "H", "H", "H", "C", "C", "C", "O", "H", "H", "H", "H", "H", "H", "H", "H"],
  "positions_angstrom": [[0.129963, 1.926450, -0.873931], [-1.269439, 1.314826, -1.246322], [-1.506349, 1.619907, -2.697568], [-1.112684, -0.305517, -1.043619], [-2.442904, -1.010334, -1.006024], [-3.391178, -0.420472, 0.013765], [-3.569041, 1.114895, -0.081342], [-4.635523, 1.475835, -1.147368], [-4.217042, 1.535818, 1.347724], [-2.300876, 1.741232, -0.290042], [-2.410075, 3.115896, -0.169410], [0.164674, 2.977088, -1.162118], [0.341786, 1.809194, 0.188840], [0.886780, 1.427017, -1.478823], [-0.594374, 1.690737, -3.290352], [-2.144976, 0.879913, -3.179907], [-1.956496, 2.596461, -2.875945], [-0.624323, -0.827570, -1.866462], [-0.502392, -0.447208, -0.151676], [-2.868316, -0.779806, -1.982747], [-2.298387, -2.079126, -0.848247], [-3.117116, -0.707817, 1.028863], [-4.298780, -0.919046, -0.326524], [-4.273741, 1.514016, -2.174867], [-4.942581, 2.508588, -0.982368], [-5.576788, 0.928247, -1.195257], [-5.167231, 1.002495, 1.376029], [-4.523579, 2.574862, 1.468204], [-3.668396, 1.246796, 2.244133], [-2.433546, 3.270727, 0.777730], [-11.098276, -2.576274, -2.900349], [-12.181052, -1.561543, -3.438846], [-11.652930, -0.094079, -3.394210], [-12.368736, -1.779975, -4.766954], [-11.529306, -3.537249, -2.619553], [-10.585388, -2.058098, -2.090084], [-10.288539, -2.910909, -3.548778], [-13.096944, -1.703243, -2.865114], [-10.911758, 0.168872, -4.148936], [-11.290790, 0.134433, -2.391842], [-12.507111, 0.521373, -3.676507], [-13.149728, -2.338216, -4.770563], [5.017829, 7.672038, 2.795923], [5.550167, 8.386384, 4.025675], [6.814844, 9.204989, 3.872921], [4.549163, 9.339837, 4.350919], [4.722228, 8.369624, 2.012289], [4.121791, 7.071933, 2.954354], [5.756927, 6.962223, 2.424463], [5.725588, 7.647009, 4.807122], [6.639234, 9.862443, 3.021454], [7.708481, 8.648983, 3.589455], [6.885197, 9.855563, 4.744646], [4.746043, 9.826488, 5.154660], [8.832005, 3.813344, -1.803865], [10.267137, 3.840101, -2.260897], [11.226601, 4.559150, -1.264944], [10.709938, 2.548919, -2.665436], [8.575317, 3.511331, -0.788483], [8.243073, 3.189825, -2.476529], [8.589895, 4.876115, -1.801459], [10.294049, 4.409765, -3.189787], [10.989885, 5.605676, -1.072969], [12.211004, 4.699714, -1.711381], [11.233986, 4.066539, -0.292632], [11.637224, 2.453238, -2.436113], [-8.720875, -4.995581, 2.992364], [-8.201420, -5.676352, 4.228939], [-6.696376, -5.919076, 4.289023], [-8.543975, -4.893011, 5.379530], [-9.809802, -4.999696, 3.040493], [-8.309090, -5.347821, 2.046602], [-8.300703, -4.006273, 2.811175], [-8.629509, -6.675281, 4.145431], [-6.047702, -5.043204, 4.276043], [-6.558975, -6.480030, 3.364603], [-6.369070, -6.620374, 5.056585], [-9.469872, -4.684891, 5.234584], [0.976096, -7.194536, -7.447734], [1.744871, -7.476444, -6.144496], [1.206749, -6.532023, -5.079758], [1.526479, -8.817170, -5.851627], [0.037381, -7.743393, -7.523077], [1.759405, -7.394301, -8.178922], [0.871845, -6.111364, -7.510666], [2.773231, -7.115132, -6.139675], [1.897059, -6.834171, -4.292173], [0.127884, -6.640450, -4.968432], [1.493215, -5.523658, -5.378482], [0.718424, -8.674308, -5.353397], [3.046216, 2.694140, 6.286814], [1.526122, 2.720499, 6.647764], [0.794905, 1.996747, 5.577355], [1.317128, 2.199553, 7.970536], [3.516829, 1.749447, 6.559174], [3.640775, 3.484572, 6.744862], [3.090260, 2.736107, 5.198506], [1.100766, 3.723510, 6.681435], [-0.223872, 1.975077, 5.964326], [1.020207, 0.930822, 5.543273], [0.786040, 2.596911, 4.667522], [0.433084, 2.528442, 8.149114], [7.211844, -4.743889, -0.002292], [7.015356, -3.632387, -1.114940], [6.581160, -2.205125, -0.621602], [8.144520, -3.482006, -1.907074], [6.553590, -4.614128, 0.856742], [8.198552, -4.597521, 0.437138], [7.215072, -5.644315, -0.616568], [6.182475, -4.032231, -1.693341], [6.242057, -1.608893, -1.468726], [7.413075, -1.738652, -0.093954], [5.709123, -2.311584, 0.023629], [7.945327, -2.786988, -2.538641]],
  "forces_ev_per_angstrom": [[-1.096, -0.096, -0.227], [1.378, -1.860, 0.808], [-0.636, 0.465, -1.190], [-0.001, 1.348, -0.063], [0.463, 1.292, 0.289], [-0.135, -0.272, -0.623], [-1.713, -0.835, 0.969], [-0.088, 1.159, -0.470], [-0.092, -0.402, -1.201], [1.129, -1.101, 0.829], [-0.030, 1.177, -0.656], [-0.071, 0.097, 0.234], [0.031, 0.030, -0.041], [0.015, -0.175, 0.147], [0.264, -0.406, 0.223], [-0.101, -0.008, -0.047], [-0.279, 0.103, 0.360], [0.722, 0.778, -0.264], [-0.139, -0.102, 0.179], [-0.283, -0.644, -0.253], [-0.218, -0.031, -0.214], [-0.046, -0.063, 0.000], [-0.666, 0.290, 0.983], [0.427, -0.368, 0.022], [0.010, 0.181, 0.130], [0.223, -0.490, 0.536], [-0.028, -0.219, 0.080], [0.344, 0.225, -0.417], [0.411, -0.151, -0.274], [0.208, 0.078, 0.157], [-0.316, 0.525, 0.388], [3.648, 0.622, 1.162], [-1.027, -0.526, 0.647], [-1.777, -1.026, -2.148], [-0.285, 0.185, 0.573], [-0.140, -0.526, 0.537], [-0.224, 0.745, -0.809], [-0.033, 0.316, 0.205], [0.281, -0.712, 0.092], [-0.045, 0.356, -0.083], [-0.062, 0.277, 0.400], [-0.018, -0.235, -0.962], [0.238, -0.296, -0.353], [-0.143, 0.272, -0.009], [-0.219, 0.099, -1.356], [-1.039, -0.185, 0.231], [0.383, 0.187, -0.036], [-0.024, 0.115, 0.613], [0.175, 0.149, -0.203], [-0.342, -0.091, 0.365], [-0.012, 0.266, -0.051], [0.123, -0.111, 0.635], [0.625, -0.271, 0.086], [0.235, -0.137, 0.080], [-0.073, 0.426, 0.208], [0.877, 0.576, 0.181], [-0.374, -0.085, -0.518], [0.095, -0.362, 0.655], [0.698, -0.445, 0.156], [-0.172, 0.437, -0.147], [-0.781, -0.025, -0.427], [-0.193, 0.436, -0.039], [-0.780, -0.018, -0.083], [0.301, -0.713, 0.127], [0.330, -0.187, -0.096], [0.066, -0.043, -0.017], [0.987, 0.909, -0.905], [1.418, 0.448, 0.343], [-0.242, -0.612, -1.142], [-0.496, -0.836, -0.451], [0.036, 0.187, -0.489], [-0.576, -1.351, -0.004], [-0.452, 0.727, 1.060], [-0.470, -0.245, 0.960], [-0.297, 0.127, 0.069], [0.657, 0.028, -0.248], [-0.330, 0.307, 0.354], [-0.234, 0.313, 0.449], [2.338, 0.992, 0.018], [-1.722, 2.272, -1.178], [1.207, -0.683, -0.115], [0.421, -0.332, 1.092], [0.299, 0.057, -0.147], [-0.828, -0.617, -0.897], [-0.607, 0.036, -0.180], [0.492, -1.078, -0.839], [-0.959, 0.428, 1.210], [0.060, 0.076, 0.586], [-0.347, 0.077, 0.127], [-0.354, -1.227, 0.324], [-0.806, 0.166, 0.273], [2.217, 0.256, 0.278], [-1.821, -0.476, 0.930], [-0.067, 0.003, -0.707], [-0.310, -0.157, 0.201], [-0.156, 0.093, -0.078], [0.302, 0.332, 0.018], [0.514, 0.457, -0.291], [-0.565, 0.060, -0.413], [0.622, 0.154, -0.642], [0.220, -0.582, -0.225], [-0.151, -0.302, 0.647], [1.272, 2.039, -1.318], [-1.680, 0.691, 1.776], [-0.089, -1.579, 0.118], [0.952, -0.547, -0.352], [-0.590, -0.518, -0.563], [0.282, -0.170, -0.160], [-0.302, -0.447, 0.916], [-0.216, 0.094, -0.403], [0.287, 0.133, -0.093], [-0.130, 0.141, -0.022], [0.065, 0.138, 0.241], [0.153, 0.030, -0.139]],
  "gap_ha": 0.3121,
  "smiles": "CC1(C)CCCC(C)(C)N1O.CC(C)O.CC(C)O.CC(C)O.CC(C)O.CC(C)O.CC(C)O.CC(C)O",
  "multiplicity": 1
}



2.
{
  "formula": "C3H4CuFO3",
  "method": "wB97M-V/def2-TZVPD",
  "symbols": ["F", "O", "C", "C", "O", "O", "C", "Cu", "H", "H", "H", "H"],
  "positions_angstrom": [[-2.319735, 1.094683, 1.103999], [1.326611, 0.473875, 0.038030], [1.249314, -0.741685, -0.354058], [-0.753089, 0.687731, 0.576057], [2.135901, -1.580019, -0.137969], [0.024825, -1.189723, -0.679929], [-1.026478, -0.221033, -0.616512], [3.466993, 0.062226, 0.340799], [-0.538610, 1.718435, 0.268556], [-0.562974, 0.126924, 1.499018], [-1.045608, 0.353170, -1.549861], [-1.957148, -0.784582, -0.488128]],
  "forces_ev_per_angstrom": [[2.019, -0.816, -1.061], [1.405, -0.065, -1.140], [-1.397, 0.198, 2.372], [-4.673, 1.038, 0.424], [1.293, -0.112, -0.883], [0.399, -0.467, -0.688], [0.390, 0.367, 0.273], [-1.000, -0.405, -0.112], [0.531, -0.729, 1.053], [0.829, 0.861, -0.454], [-0.096, -0.122, 0.169], [0.300, 0.253, 0.046]],
  "gap_ha": 0.3015,
  "multiplicity": 1
}